# 1
Formula: H46O23
Source: OMol25
Level of theory: ωB97M-V/def2-TZVPD

The geometry in XYZ format:
```
69
H46O23 (ωB97M-V/def2-TZVPD)
H -13.45004 -1.79370 17.98989
H -5.25610 0.17897 17.73680
H -12.14674 4.20713 13.28741
H -8.01432 0.43245 14.49101
H -13.86879 -1.54732 14.35650
O -14.62053 0.22127 13.53671
H -10.06251 -0.72423 14.32052
H -6.15106 -1.12368 15.61887
H -12.38585 -4.83327 15.05019
H -12.58927 3.02992 15.47415
H -6.66963 0.33439 17.09740
H -9.09607 0.21516 17.02527
H -14.98600 1.08898 13.75139
O -9.35063 4.14556 14.18506
O -10.75980 2.11994 19.18147
O -11.74236 -4.18718 14.75393
O -10.79921 -0.07773 14.39983
H -8.72763 1.63249 16.47056
O -13.09697 -1.84280 14.85404
H -9.62038 3.98583 16.63006
H -13.75106 -1.11218 16.67421
H -9.85394 -4.88880 12.17896
O -8.49553 0.65210 16.41721
O -10.18101 -4.04173 12.49973
H -9.18476 -2.72784 13.18654
O -9.68186 3.06652 16.88730
H -10.43129 -1.29627 17.70604
H -5.39600 1.35014 12.09615
O -12.39473 4.66783 14.07379
H -10.39807 1.23421 19.37921
O -7.89920 0.77286 13.60275
H -11.49881 -0.13708 18.01182
H -8.26528 0.17202 12.96198
O -6.51592 -1.43653 14.75024
H -9.39458 3.18350 14.22629
O -5.81900 2.18698 12.36853
O -9.94827 -2.40028 16.40018
O -12.63817 2.21072 16.00394
O -8.95248 -2.16261 13.93903
O -11.87251 -0.99504 11.78228
H -11.56733 -2.93093 8.92014
H -11.92385 -1.94635 11.61064
H -11.68761 5.28196 14.25113
H -11.29110 -3.89242 10.15362
H -10.62731 0.40851 15.21496
H -6.02485 -0.96818 14.08306
H -12.11127 2.03209 12.02104
O -11.75526 1.27947 9.72301
H -10.99186 2.55914 20.03175
H -12.22957 -3.33536 14.78368
H -9.81044 2.96846 17.81703
H -9.19975 -2.31558 15.83015
H -12.08280 2.41578 16.76960
O -5.87954 -0.23190 17.13703
H -11.49839 -0.75586 12.66243
H -8.79391 4.35551 13.41562
H -12.40852 -1.20435 14.56199
H -10.68734 -4.22203 13.28495
H -6.56361 1.80019 12.89532
H -10.38289 -3.22492 16.09789
O -12.68130 2.42627 12.68621
H -8.03168 -1.96394 13.86047
H -12.58630 1.85242 13.46079
O -10.55491 -0.40978 18.09542
H -12.04620 0.58175 10.31451
O -13.52292 -0.92200 17.60048
H -14.60896 0.17492 12.56774
O -11.91499 -3.23572 9.77489
H -12.52765 1.61986 9.29115
```

For the HOMO energy, the calculation gives -10.634 eV. The calculation puts the energy above the lowest of the compared OMol25 structures with the same formula, charge and spin at 0.376 eV. The calculation puts the LUMO energy at 0.056 eV. The calculation puts the gap between HOMO and LUMO at 10.7 eV.

---

# 2
Formula: H48O24
Source: OMol25
Level of theory: ωB97M-V/def2-TZVPD

The geometry in XYZ format:
```
72
H48O24 (ωB97M-V/def2-TZVPD)
O 10.29101 7.91773 14.46741
H 8.38331 11.91760 11.56378
H 8.65228 14.01426 8.12448
H 10.75452 11.54112 14.00845
O 15.36396 8.49004 12.73956
H 13.06585 6.45727 12.26933
H 10.01609 9.83588 7.22148
H 10.93190 13.63932 10.02909
O 13.66007 9.58815 8.71118
H 13.31317 11.59944 12.03101
O 12.63251 9.39266 12.61384
H 12.77645 5.45840 13.30546
H 12.40491 8.46441 12.38407
H 12.66686 9.67505 8.69507
H 5.99948 6.58551 11.76248
O 13.75717 12.10716 12.75029
H 7.06896 12.17490 10.72107
H 14.06175 10.46151 8.84199
O 11.52764 14.04234 13.34060
H 7.47895 9.26074 14.32168
H 7.03220 6.44168 8.14041
H 14.49896 8.82422 12.94881
O 9.27371 7.60222 11.70007
O 10.32682 11.10563 8.82657
H 13.87251 7.76049 9.18227
H 6.39610 9.29937 11.98230
H 11.83841 6.04177 9.10440
O 9.64976 14.48857 11.31224
H 8.36687 7.40009 11.85048
O 12.91810 6.40762 13.22042
H 11.81395 14.27314 14.24988
O 13.89789 7.02706 9.82687
O 6.41167 9.65530 12.88590
H 9.55371 9.92086 5.81592
H 7.89586 10.26199 15.36249
H 6.52628 7.07383 10.35064
H 10.03484 14.60799 12.18130
H 9.16221 9.26236 11.31316
H 9.90267 10.19163 14.25796
O 8.12258 9.36768 15.03056
H 9.77617 7.53400 12.55253
O 9.23466 9.67708 6.68994
H 10.29316 10.54921 9.63114
O 11.62104 13.54318 9.33837
O 10.59300 10.63919 13.66954
H 10.95798 11.82759 8.90901
H 9.51488 8.11160 15.02936
H 5.75524 7.37603 8.13498
H 7.36407 11.63659 7.87423
H 8.70563 14.68848 11.34522
H 10.14840 10.35477 11.84111
H 8.58102 11.81948 8.76084
H 6.61041 10.56375 12.64116
H 14.62716 12.31089 12.42815
H 9.09993 6.12440 6.97231
H 10.74483 6.80029 9.81317
O 7.40431 12.05544 11.63119
O 6.33136 6.79307 8.71566
O 8.96119 14.84433 7.74448
O 10.99954 6.45646 8.95643
H 10.69156 7.11428 14.85475
H 14.65801 7.32183 10.36316
H 12.34986 13.60360 13.04923
O 6.40407 7.33166 11.27903
H 12.07655 9.53923 13.37366
O 9.61370 10.11481 11.04802
H 11.21199 14.03762 8.64893
O 8.37771 6.74294 6.75122
H 8.83713 7.54724 6.47330
H 8.17407 15.29616 7.50787
O 7.64540 12.18933 8.62956
H 15.33027 7.64892 13.25636
```

For the HOMO energy, the calculation gives -10.715 eV. The calculation puts the energy above the lowest of the compared OMol25 structures with the same formula, charge and spin at 1.039 eV. The calculation puts the LUMO energy at 0.047 eV. The calculation puts the gap between HOMO and LUMO at 10.8 eV.

---

# 3
Formula: H48O24
Source: OMol25
Level of theory: ωB97M-V/def2-TZVPD

The geometry in XYZ format:
```
72
H48O24 (ωB97M-V/def2-TZVPD)
H 2.98475 5.06914 -1.70270
O -1.25565 -0.76905 -2.67313
H -0.04710 3.33595 2.33746
O -0.23044 -2.58536 0.14542
H -3.10416 4.06053 -1.40079
O 0.40178 -2.42954 4.10139
H 1.23719 -3.56788 2.57195
H 0.89421 -4.78655 1.73724
O 1.81537 -0.26597 3.56961
H -0.28775 -2.92144 -0.76569
H -1.30519 -2.59313 -2.92548
O 2.81297 0.76239 -4.07439
H 3.81048 -2.01444 -0.45011
H 1.40015 0.37761 2.96775
H 0.74910 -2.84427 4.86469
O 4.15217 0.09993 2.08380
O -1.15744 -3.45930 -2.45152
H 3.81022 -0.28295 1.22346
H -1.31653 0.59850 0.48743
O 1.29142 -3.92568 1.68715
O -2.06532 -3.62340 3.02673
H 2.60958 4.75166 -0.30714
O -3.07326 -2.18298 0.90091
H 0.79936 -1.37801 -3.18944
O 3.41725 -1.13532 -0.45590
H 2.75627 -0.10571 3.41203
O 2.14856 5.37535 1.15866
O -2.25802 0.76218 0.83199
H -2.24013 -0.68969 -2.78487
H 0.29429 -0.79620 -0.03098
O -3.85265 -1.99154 -1.89586
H -1.10618 -0.26557 -1.82484
O -0.33181 3.19868 -2.40109
H -1.32115 -3.11725 3.36843
O -1.69730 3.16970 1.71425
H -2.14764 -2.34493 0.73539
H 2.90556 5.70270 1.65923
H 0.81618 2.41990 -1.56877
H -1.09361 2.63796 -2.35079
H 0.40764 -3.05000 0.70123
O -0.06658 0.07297 -0.23610
H -2.36695 -4.21463 3.71829
H 0.66291 0.57899 -0.59714
H 2.85223 -1.19020 -1.27279
H -1.65393 3.55584 0.85502
O 2.87296 4.33100 -1.09977
H -0.72145 4.10056 -2.18858
H -2.10523 2.28525 1.59994
H 4.81965 0.68019 1.77308
H 2.26306 2.37358 -1.12059
H 1.77745 4.73238 1.81952
O 0.83404 3.17237 2.63110
H 0.67494 -1.51235 4.15412
H -0.40715 -3.78869 -2.91845
H -2.57908 -0.12280 1.00538
H -3.04210 5.52122 -1.81560
H -3.36029 -2.71958 -2.36661
O 1.75056 -1.41505 -3.02900
H -3.84806 1.81927 -2.12154
H 1.08661 2.38109 2.13855
H -3.05957 1.57083 -0.76568
O -3.30760 2.22504 -1.44230
H 3.08090 1.04556 -3.17341
H -1.74650 -5.23328 1.57832
H -1.88372 -5.19323 0.05927
O 1.51349 1.81371 -1.25884
O -2.49553 4.77661 -1.55226
H 3.57732 0.40730 -4.48406
H 2.14410 -0.68872 -3.59355
O -1.92375 -5.78667 0.84583
H -3.17780 -2.57014 1.78848
H -3.78808 -2.20447 -0.96332
```

For the HOMO energy, the calculation gives -10.992 eV. The calculation puts the energy above the lowest of the compared OMol25 structures with the same formula, charge and spin at 0.537 eV. The calculation puts the LUMO energy at 0.096 eV. The calculation puts the gap between HOMO and LUMO at 11.1 eV.

---

# 4
Formula: H4INP2
Source: OMol25
Level of theory: ωB97M-V/def2-TZVPD

The geometry in XYZ format:
```
8
H4INP2 (ωB97M-V/def2-TZVPD)
P -1.67794 0.53669 0.86659
P -1.88497 -1.44367 0.40909
H 1.67174 0.11537 -1.64974
H -1.53485 -1.67553 1.71911
I 2.02700 -0.46139 0.72388
N 1.37338 0.70725 -0.90311
H 2.08765 1.39823 -0.72494
H -2.06202 0.82306 -0.44090
```

For the HOMO energy, the calculation gives -8.997 eV. The calculation puts the energy above the lowest of the compared OMol25 structures with the same formula, charge and spin at 1.016 eV. The calculation puts the LUMO energy at -0.701 eV. The calculation puts the gap between HOMO and LUMO at 8.3 eV.